(1)
Computed, not measured: one molecule with the formula C10H21NO2, with the ωB97M-V functional and the def2-TZVPD basis.

Multiplicity = 1
Net charge = 0
E = -16291.1407 eV
ΔE to the lowest compared entry with this formula, charge and spin = 544.6 kJ/mol
E_HOMO = -8.55 eV

```
34
Properties=species:S:1:pos:R:3:forces:R:3
C -2.71625 -1.09037 1.30520 0.47 -2.36 3.00
C -2.82927 -0.02222 0.25766 -0.13 -2.71 -1.16
C -4.16188 -0.17767 -0.45735 -1.11 -0.24 -1.13
C -2.55773 1.26116 0.87423 -0.82 2.08 -1.19
O -1.91755 -0.34551 -0.86306 -1.11 0.74 -0.46
O -0.60012 -0.21903 -0.44946 1.78 -0.65 1.26
C 0.23338 0.66035 -1.26065 -2.14 1.79 -0.27
N 1.57066 0.59361 -0.79378 -1.41 0.35 -1.54
C 2.26825 -0.66853 -1.07955 -1.95 -0.51 -0.76
C 2.52606 -1.48123 0.15354 1.26 1.19 0.22
C 3.63799 -0.62389 0.86305 0.52 -1.74 0.65
C 3.32637 0.89264 0.70654 2.48 0.54 0.67
C 1.89034 1.26811 0.48537 -0.11 -1.99 -0.69
H -3.05333 -0.67120 2.35164 0.13 -1.04 -2.04
H -3.22108 -2.11096 1.08303 0.40 1.94 0.23
H -1.66314 -1.42338 1.54966 -0.78 0.76 -0.64
H -5.08446 -0.11695 0.17219 1.02 -0.19 -0.05
H -4.29518 0.63735 -1.20320 0.23 -0.57 0.25
H -4.17161 -1.18846 -1.00209 -0.01 1.52 0.78
H -1.54260 1.37092 1.11480 1.53 0.01 0.36
H -2.81289 2.05213 0.13921 -0.02 -0.04 0.71
H -3.11345 1.31319 1.78807 -0.51 0.55 0.33
H -0.10687 0.51738 -2.32907 1.49 -0.77 0.67
H -0.17643 1.69756 -1.15585 0.51 -0.36 0.58
H 3.22022 -0.43422 -1.49759 0.79 0.05 -0.68
H 1.68088 -1.25754 -1.84594 0.48 0.86 0.76
H 1.62891 -1.72242 0.72190 0.05 0.35 0.18
H 2.97747 -2.39132 -0.15789 0.33 -1.06 -0.12
H 4.58289 -0.67061 0.21462 -1.13 -0.85 1.21
H 3.85928 -1.15357 1.90963 -0.37 1.88 -1.90
H 3.98962 1.16852 -0.18968 -1.44 0.18 1.07
H 3.80488 1.44657 1.53851 -0.48 -0.17 -0.25
H 1.70734 2.32149 0.51980 0.05 0.78 -0.72
H 1.23285 0.86655 1.24664 0.00 -0.30 0.66
```
Positions in Å, forces in eV/Å.

Results of the Löwdin charge analysis, in e, for atoms 1 through 2:
1. C -0.058
2. C -0.646


(2)
Computed, not measured: C10H21O7Ti as an isolated structure, with the ωB97M-V functional and the def2-TZVPD basis.

Multiplicity = 2
Net charge = 0
E = -48149.4788 eV
E_HOMO (spin up / spin down) = -6.15 / -6.31 eV

```
39
Properties=species:S:1:pos:R:3:forces:R:3
Ti 6.24298 7.05258 7.09022 -0.14 1.47 0.71
C 9.24318 3.85529 6.06524 -1.83 -0.44 0.39
C 9.28006 5.33036 6.34238 0.63 1.52 -0.22
C 10.01600 6.03404 5.14718 -0.45 0.30 0.69
O 8.08474 5.96668 6.75486 -1.39 0.32 -0.42
H 10.16177 3.40216 5.69248 0.10 0.26 0.28
H 8.43897 3.62756 5.36560 -0.07 -0.10 -0.28
H 8.92332 3.46092 7.02974 0.19 -0.81 -0.11
H 9.89150 5.36465 7.24408 0.82 0.53 -0.11
H 9.61635 5.86315 4.14759 -0.65 -0.35 0.06
H 11.04386 5.68290 5.05596 0.16 0.16 0.35
H 9.97518 7.11382 5.29036 0.32 0.08 0.09
C 4.95340 8.58597 8.48699 4.24 0.49 -1.74
O 4.42992 8.09029 7.48986 -8.84 -2.10 -9.32
O 5.30246 7.57237 9.04470 -0.47 -10.17 11.45
O 6.10194 8.91291 8.05111 7.56 8.50 -2.57
C 7.92542 9.32568 5.77114 -0.59 1.29 0.77
O 6.94048 8.33135 5.47664 1.49 0.38 0.04
C 6.39408 8.38403 4.18222 -0.96 -0.72 0.70
C 5.96912 6.91469 3.92256 0.91 0.83 0.56
O 5.42710 6.35440 5.16626 -0.74 1.14 -1.15
C 4.78220 5.10080 5.10823 -0.34 -1.77 0.35
C 4.27933 4.78993 6.50200 0.09 2.65 0.68
O 5.44110 5.04475 7.32506 -0.09 -1.99 -0.08
C 5.31100 4.50266 8.62555 0.68 1.21 1.38
H 8.45510 9.71149 4.90012 0.27 -0.79 -0.22
H 8.56034 8.99634 6.59362 0.11 -0.36 -0.44
H 7.41570 10.20648 6.16162 -0.26 0.00 0.16
H 7.09866 8.76493 3.44292 0.33 -0.49 -0.04
H 5.58694 9.11656 4.18868 -0.50 -0.23 -0.03
H 6.90022 6.37225 3.75848 -0.12 -0.23 -0.35
H 5.31698 6.93366 3.04938 -0.41 -0.68 0.32
H 5.47648 4.28838 4.89368 0.59 0.19 -0.27
H 3.97826 4.96580 4.38466 -0.11 0.83 -0.19
H 3.71410 3.87458 6.67730 0.78 -0.40 -0.20
H 3.68128 5.60385 6.91186 -1.09 0.08 -0.74
H 4.43152 4.91010 9.12416 -0.29 -0.13 -0.15
H 6.14286 4.97492 9.14812 0.09 -0.42 0.32
H 5.36708 3.42052 8.74354 0.00 -0.04 -0.69
```
Positions in Å, forces in eV/Å.

Results of the Löwdin charge analysis, in e, for atoms 1 through 2:
1. Ti 1.256
2. C -0.082


Quick rundown of maximum force, same order as above: 0.075 0.298 Eh/bohr